No. 1
12
Properties=species:S:1:pos:R:3:forces:R:3:lowdin_charge:R:1 method="wB97M-V/def2-TZVPD" total_charge=+1 lumo_energy_ev=-3.9 homo_lumo_gap_ev=11.62 de_lowest_kj_mol=287.2 total_energy_ha=-322.76949
C 2.97751 0.26466 -0.32068 0.1 0.2 -1.2 0.12
C -1.40544 -1.48042 0.06056 -0.5 -0.6 2.7 0.03
C -0.76893 0.81436 0.02741 3.8 0.6 0.9 -0.17
N 2.08773 0.71590 0.24448 0.8 -0.4 -0.3 0.11
O -1.08277 2.09831 0.10010 -0.6 -1.7 0.4 0.15
O -1.66513 -0.06400 0.16678 -0.3 1.5 -0.8 0.04
H 3.69792 -0.07540 -1.09446 -0.4 0.2 1.2 0.13
H -0.36191 -1.74936 -0.05503 0.0 0.3 -0.2 0.10
H -2.08582 -1.90914 -0.61196 -0.5 -0.1 -1.7 0.09
H -1.84729 -1.88862 1.00962 1.0 0.4 -0.5 0.13
H 0.72987 0.70861 0.07818 -3.1 -0.4 0.0 0.13
H -0.27574 2.56512 0.39500 -0.4 0.1 -0.5 0.14

***

No. 2
48
Properties=species:S:1:pos:R:3:forces:R:3:lowdin_charge:R:1 method="wB97M-V/def2-TZVPD" total_charge=0 lumo_energy_ev=0.0 homo_lumo_gap_ev=9.94 de_lowest_kj_mol=131.9 total_energy_ha=-31359.77671
Br 14.80265 -5.21020 13.59521 -1.4 0.5 1.0 0.49
C 13.12125 -4.62509 14.65099 0.8 0.5 -0.1 -0.62
C 13.30964 -3.19449 15.25166 -0.6 -0.9 -1.1 -0.60
Br 11.48539 -2.49920 15.67349 0.7 -0.3 0.2 0.62
H 12.95727 -5.35580 15.44300 0.3 0.0 -0.1 -0.01
H 12.29040 -4.72534 13.95261 0.3 0.4 -0.1 0.04
H 13.63228 -2.43852 14.53576 0.2 -0.4 0.0 0.04
H 13.98010 -3.23454 16.11013 -0.5 0.2 0.1 0.07
Br 7.75700 -5.25446 22.06635 1.3 0.6 0.8 0.52
C 9.09948 -4.14370 23.18105 -1.0 0.2 0.0 -0.57
C 8.29466 -2.91547 23.61237 0.9 -0.1 -0.4 -0.67
Br 9.43073 -1.79765 24.86433 -0.8 -0.8 -0.7 0.55
H 9.95382 -3.88445 22.55576 -0.3 -0.2 -0.1 0.05
H 9.42281 -4.72332 24.04569 -0.2 -0.3 -0.3 0.05
H 7.34814 -3.22812 24.05336 0.3 0.4 0.3 0.03
H 8.13358 -2.28676 22.73666 -0.2 0.1 0.3 0.03
Br 10.18176 0.17448 20.51835 0.1 -0.1 -0.2 0.60
C 12.05088 0.04983 19.95062 0.4 0.8 0.6 -0.66
C 12.64738 1.49744 20.05094 -0.5 -1.1 0.1 -0.69
Br 14.60797 1.45616 19.88868 -0.6 0.0 -0.1 0.59
H 12.06624 -0.47572 18.99581 0.1 0.6 -0.1 0.04
H 12.52760 -0.59899 20.68538 0.0 0.2 0.0 0.04
H 12.42376 1.88971 21.04302 0.2 -0.2 0.0 0.04
H 12.20119 2.19839 19.34548 0.3 -0.3 -0.2 0.05
Br 13.02922 -8.65278 15.72738 -0.6 -0.4 -0.2 0.60
C 11.40773 -9.32124 14.83455 -0.6 1.2 -0.4 -0.65
C 10.65164 -8.13616 14.19052 0.3 0.0 0.5 -0.66
Br 9.63434 -7.14734 15.52299 -0.4 -0.3 -0.1 0.64
H 10.71868 -9.75798 15.55745 0.5 -0.2 0.1 0.05
H 11.66888 -10.04508 14.06256 0.3 0.1 0.2 0.06
H 9.92064 -8.47500 13.45640 0.2 0.0 0.0 0.06
H 11.29459 -7.33279 13.83093 0.1 -0.6 -0.5 0.02
Br 11.37408 -5.65104 18.02603 -1.1 0.4 0.2 0.52
C 9.48066 -4.85517 18.02211 1.3 0.3 0.2 -0.61
C 9.69523 -3.53577 18.76531 -1.1 -0.6 0.5 -0.66
Br 7.89711 -2.64409 18.96942 0.9 -0.1 -0.5 0.59
H 8.81142 -5.56244 18.51198 0.3 0.1 0.3 0.05
H 9.17077 -4.76280 16.98118 0.3 0.2 0.1 0.01
H 10.44900 -2.88999 18.31486 -0.5 0.1 -0.1 -0.01
H 9.93895 -3.70876 19.81354 0.2 -0.1 -0.2 0.02
Br 4.67921 -2.96197 22.20081 0.2 0.4 -0.8 0.57
C 4.64374 -3.38308 20.23811 0.7 0.6 1.4 -0.67
C 3.72049 -4.50540 20.12183 -1.2 -1.3 -1.3 -0.73
Br 1.82899 -3.93403 20.04776 0.6 -0.3 0.2 0.59
H 5.63657 -3.73312 19.95548 0.1 0.2 0.3 -0.03
H 4.38056 -2.48416 19.68063 -0.1 -0.1 0.2 0.06
H 3.85472 -5.29301 20.86329 -0.2 0.4 0.2 0.06
H 3.90155 -5.00178 19.16846 -0.2 0.1 -0.2 0.06

***

No. 3
17
Properties=species:S:1:pos:R:3:forces:R:3:lowdin_spin:R:1 method="wB97M-V/def2-TZVPD" spin_multiplicity=2 s2=0.75 total_charge=-1 lumo_energy_ev="3.7 / 3.6" homo_lumo_gap_ev="3.37 / 6.85" de_lowest_kj_mol=34.7 total_energy_ha=-346.91997
O -2.86286 1.40453 -0.83846 -0.3 0.2 -0.4 0.30
C -2.69287 0.21067 -0.42068 0.8 0.1 0.7 0.45
C -1.25199 -0.38080 -0.45310 -2.1 1.1 0.9 0.09
C -0.29164 0.61440 0.20132 0.8 0.6 -1.0 0.03
C 1.18433 0.45351 -0.31368 -1.7 -1.5 0.6 0.01
C 1.81802 -0.78056 0.30084 1.5 -0.7 0.6 0.00
O 2.35185 -0.54656 1.64454 -0.5 0.8 -0.8 0.00
H -3.52055 -0.51280 -0.38808 0.0 -0.2 -0.1 0.05
H -1.11734 -0.53765 -1.53429 0.9 -0.4 0.1 0.03
H -1.31843 -1.24334 0.21931 0.3 -0.5 -0.8 0.01
H -0.46712 0.53300 1.27724 0.6 -0.1 0.1 0.02
H -0.54368 1.64645 -0.04891 -0.6 -0.1 -0.2 0.00
H 1.06171 0.22090 -1.37599 0.2 0.4 -0.1 0.01
H 1.76207 1.36507 -0.18843 0.4 0.0 0.1 0.00
H 2.66157 -1.17168 -0.29292 -0.1 0.3 0.0 0.00
H 1.16002 -1.64287 0.42950 -0.5 0.4 -0.4 0.00
H 2.06691 0.36772 1.78178 0.2 -0.2 0.5 0.00